This record from the OMol25 dataset describes C5H8N2 in the gas phase. The level of theory is the ωB97M-V functional and the def2-TZVPD basis.

Each line ends with the natural charge from an NBO analysis.
CARTESIAN COORDINATES (ANGSTROEM)
C: -1.826531 -0.223325 -0.472355  -0.40
N: -0.614299 -0.035490 0.295903  -0.36
C: -0.329085 -0.553015 1.481643  0.34
N: 0.788441 -0.122670 2.058394  -0.61
C: 1.355917 0.844163 1.260121  0.12
C: 1.614382 0.049077 -0.854249  -0.60
C: 0.542068 0.803616 -0.020298  -0.22
H: -1.629234 -0.773653 -1.397312  0.21
H: -2.550760 -0.785191 0.124873  0.22
H: -2.279013 0.741674 -0.727879  0.21
H: -0.984220 -1.302375 1.925633  0.19
H: 2.247064 -0.594934 -0.233297  0.24
H: 1.141272 -0.564370 -1.617989  0.21
H: 2.277445 0.783442 -1.309618  0.23
H: 0.246548 1.733045 -0.513569  0.23

Cartesian forces (eV/Å) of the 6 atoms listed first:
C -0.035 -0.071 -0.085
N 0.314 -0.239 0.287
C -0.215 0.008 -0.174
N -0.010 0.337 0.029
C -0.316 -0.162 0.281
C 0.025 -0.079 -0.325

Properties
Highest occupied orbital energy: -7.69 eV
Energy above the lowest of the compared OMol25 structures with the same formula, charge and spin: 3.3027 eV

---

This record from the OMol25 dataset describes C4H8O2 in the gas phase at a distorted geometry. The level of theory is the ωB97M-V functional and the def2-TZVPD basis.

Each line ends with the natural charge from an NBO analysis.
CARTESIAN COORDINATES (ANGSTROEM)
C: 0.039104 1.578909 -0.013958  -0.63
C: -0.343308 0.013869 -0.310247  0.09
C: -1.607252 -0.844894 0.044325  -0.63
O: 0.630347 -0.451564 0.652177  -0.54
C: 1.832284 -0.755904 0.196325  0.65
O: 2.045230 -1.431782 -0.773636  -0.57
H: -0.798118 2.248566 0.146416  0.21
H: 0.678572 1.705413 0.896249  0.22
H: 0.698242 1.940631 -0.816571  0.22
H: -0.071296 -0.347963 -1.328745  0.21
H: -1.240981 -1.882053 0.159772  0.23
H: -2.417724 -0.919522 -0.696960  0.22
H: -2.040431 -0.563405 1.002975  0.21
H: 2.595331 -0.290306 0.841875  0.11

Cartesian forces (eV/Å) of the 6 atoms listed first:
C -0.708 -0.302 -0.474
C 0.442 0.216 0.606
C 0.099 0.443 0.160
O 0.349 -1.139 0.501
C 0.399 -0.593 -0.232
O 0.273 0.415 0.033

Properties
Highest occupied orbital energy: -10.49 eV
Energy above the lowest of the compared OMol25 structures with the same formula, charge and spin: 1.9304 eV
SMILES string: CC(C)OC=O